(1)
Here is an isolated ion of composition C4H6N4O3PS and charge -1 from OMol25. Energies are from ωB97M-V with the def2-TZVPD basis set.

Cartesian coordinates (Å):
C -0.45187 -5.07467 -0.03531
C 0.20766 0.66718 0.78211
C 0.68853 0.54370 -0.66897
C -0.84831 -1.28345 -0.86147
N -2.12778 -3.98038 0.73629
N -1.34866 -5.96602 0.37357
N -2.33634 -5.17092 0.83747
N -0.87158 -3.86048 0.23508
O 1.19847 -2.34153 0.88346
O -1.76717 -1.78020 -1.73146
O -0.27971 -0.19509 -1.41843
P 0.31977 -2.71326 -0.24989
S 1.13155 -5.08780 -0.71233
H 0.15598 -0.31464 1.29828
H 1.09454 1.22495 1.26413
H -0.77250 1.01502 0.64677
H 1.72735 0.22855 -0.75475
H 0.61105 1.49100 -1.16034
H -1.67067 -1.34619 -2.66727

Charge: -1
2S+1: 1
HOMO energy (alpha / beta) in Eh: -0.140 / -0.140
Kohn-Sham gap (alpha / beta) in hartree: 0.249 / 0.249
SMILES string: CCOC(O)=[P@]1([O-])Sc2nnnn21
Energy in eV: -36471.05744

(2)
Here is an isolated ion of composition C4H6N5 and charge +1 from OMol25. Energies are from ωB97M-V with the def2-TZVPD basis set.

Cartesian coordinates (Å):
C -1.88303 -0.63813 0.19232
C -0.67678 -1.33545 -0.00658
C -1.21590 1.57018 -0.11669
C 2.08393 0.54482 0.29258
N -2.16420 0.67446 0.02033
N 1.23259 1.44541 0.22426
N 1.66029 -0.77008 -0.16560
N 0.04299 1.28421 -0.17891
N 0.35542 -0.68248 -0.63582
H -2.73536 -1.21005 0.63643
H -0.32290 -2.26930 0.27029
H -1.56072 2.52797 -0.07788
H 3.11495 0.74792 0.56543
H 1.82150 -1.53468 0.53262
H 0.24723 -0.35482 -1.55278

Charge: +1
2S+1: 1
HOMO energy (alpha / beta) in Eh: -0.490 / -0.490
Kohn-Sham gap (alpha / beta) in hartree: 0.263 / 0.263
SMILES string: c1c[nH+][nH]cnncn1
Energy in eV: -11682.70291

(3)
Here is an isolated ion of composition C4H6N5S and charge -1 from OMol25. Energies are from ωB97M-V with the def2-TZVPD basis set.

Cartesian coordinates (Å):
C 1.51763 -0.26482 0.26299
C -0.90141 -0.21549 0.27139
C -2.19100 -0.92860 0.73705
C -1.15466 0.99486 -0.69320
N 3.40829 0.07260 -1.05491
N 2.45377 -1.12998 0.49136
N 3.52590 -0.93477 -0.20705
N 0.20828 -0.67670 0.65861
N 2.28539 0.64938 -0.94897
S 1.85789 1.57950 0.71041
H -2.89206 -0.76338 -0.02168
H -1.94445 -1.89668 0.91050
H -2.62980 -0.34775 1.57562
H -1.88110 0.86967 -1.50235
H -0.11558 1.30015 -1.11422
H -1.54710 1.69201 -0.07555

Charge: -1
2S+1: 1
HOMO energy in Eh: -0.123
Kohn-Sham gap in hartree: 0.250
SMILES string: CC(C)=N[C@@]12[N-]N=NN1S2
Energy in eV: -22527.76209

(4)
Here is a 2-piece molecular cluster, C4H6NO overall from OMol25. Energies are from ωB97M-V with the def2-TZVPD basis set.

Cartesian coordinates (Å):
C -1.87330 -2.50532 0.27850
C -1.08857 -1.55983 0.15460
C 0.73847 1.60932 -0.03961
C -0.15907 -0.60485 -0.20825
N -0.28142 0.55469 0.30122
O -1.17177 1.07850 1.08928
H -2.65720 -3.12757 0.46976
H 1.68203 1.30735 -0.06288
H 0.42210 1.95197 -1.04114
H 0.71327 2.42269 0.79660
H 0.71464 -0.75061 -0.87327
H 2.96081 -0.37635 -0.86480

Charge: -1
2S+1: 1
HOMO energy in Eh: -0.060
Kohn-Sham gap in hartree: 0.198
Energy in eV: -7776.52360

(5)
Here is a 2-piece molecular cluster, C4H6NO overall from OMol25. Energies are from ωB97M-V with the def2-TZVPD basis set.

Cartesian coordinates (Å):
C 2.82458 0.58942 0.75316
C -0.78537 -0.92518 -1.58721
C 1.85752 -0.34463 0.38508
C 0.55107 -0.15568 0.28442
N -0.03336 1.09678 1.04994
O 3.55743 1.42569 1.03387
H -1.72284 -1.42285 -1.28513
H -0.10890 -1.47923 -2.14036
H 2.31275 -1.31326 0.09306
H -1.10538 1.16690 0.72885
H 0.50293 1.93028 0.77949
H -0.07182 0.95501 2.05626

Charge: +1
2S+1: 1
HOMO energy (alpha / beta) in Eh: -0.487 / -0.429
Kohn-Sham gap (alpha / beta) in hartree: 0.303 / 0.230
Energy in eV: -7767.47066

(6)
Here is an isolated ion of composition C4H6NO2 and charge +1 from OMol25. Energies are from ωB97M-V with the def2-TZVPD basis set.

Cartesian coordinates (Å):
C -1.83509 -0.02554 -0.98065
C 0.10065 -0.33021 0.34056
C -0.79604 -1.06506 -0.44257
C 1.18262 -0.08582 0.98718
N 2.17651 0.85847 1.04558
O -2.84355 -0.37897 -1.46221
O -1.21597 1.20055 -0.92797
H -1.46146 -1.67418 0.12144
H -0.18718 -1.72090 -1.22120
H 1.25967 -0.69973 1.90745
H 2.88536 0.54842 1.75217
H 2.57023 1.40114 0.17940
H -1.83575 1.97183 -1.29915

Charge: +1
2S+1: 1
HOMO energy in Eh: -0.526
Kohn-Sham gap in hartree: 0.284
Energy in eV: -9819.54076

(7)
Here is a 2-piece molecular cluster, C4H6NO2S overall from OMol25. Energies are from ωB97M-V with the def2-TZVPD basis set.

Cartesian coordinates (Å):
C 0.37286 2.12837 -1.11378
C 0.79188 -0.48403 0.84245
C 0.31013 -1.23390 -0.43462
C -0.62963 0.05842 0.96982
N -0.84831 -0.25994 -0.42943
O 1.17838 1.52806 -1.66937
O -0.36614 2.69290 -0.41140
S -2.36596 -0.85602 -0.97894
H 1.17850 -1.04944 1.76197
H 1.59633 0.19873 0.46347
H 1.03559 -1.03360 -1.34154
H -0.00712 -2.17820 -0.50760
H -1.20420 -0.57013 1.68373
H -1.04230 1.05878 1.16524

Charge: -1
2S+1: 1
HOMO energy in Eh: -0.070
Kohn-Sham gap in hartree: 0.195
Energy in eV: -20665.13222

(8)
Here is an isolated ion of composition C4H6NO2S and charge -1 from OMol25. Energies are from ωB97M-V with the def2-TZVPD basis set.

Cartesian coordinates (Å):
C -1.47681 1.39206 -0.49559
C -1.06264 0.45275 0.32415
C -0.17696 -0.72815 -0.01909
C 1.07342 -0.60302 0.72251
N -0.63133 -1.69293 -0.70789
O -1.55726 1.94095 2.43704
O -0.77149 -0.42597 2.91026
S -1.68573 0.51150 2.12911
H -2.01300 2.34141 -0.17650
H -1.16114 1.34962 -1.58278
H 1.85707 -0.26776 -0.09168
H 1.45710 -1.41657 1.18776
H 0.86506 0.28924 1.40653
H 0.01035 -2.61342 -0.73143

Charge: -1
2S+1: 1
HOMO energy in Eh: -0.120
Kohn-Sham gap in hartree: 0.268
Energy in eV: -20664.68265

(9)
Here is an isolated ion of composition C4H6NO3 and charge -1 from OMol25. Energies are from ωB97M-V with the def2-TZVPD basis set.

Cartesian coordinates (Å):
C -0.84834 -0.10624 0.19371
C 0.22428 0.64248 1.10127
C 0.00778 0.16765 2.53373
O -0.40782 0.94944 3.37636
N -0.71180 0.19111 -1.18843
C 0.44749 -0.50332 -1.98419
O 0.64824 -0.04300 -3.10638
O 0.82879 -1.38788 -1.18898
H -0.67581 -1.17704 0.36157
H -1.84632 0.23750 0.63602
H 1.18648 0.36296 0.63470
H -0.00847 1.67677 0.98378
H 0.21548 -0.81941 2.85548
H -1.22246 0.97900 -1.53348

Charge: -1
2S+1: 1
HOMO energy in Eh: -0.153
Kohn-Sham gap in hartree: 0.293
SMILES string: O=CCCNC(=O)[O-]
Energy in eV: -11878.90900

(10)
Here is a 2-piece molecular cluster, C4H6NO3 overall from OMol25. Energies are from ωB97M-V with the def2-TZVPD basis set.

Cartesian coordinates (Å):
C -1.31530 -1.15002 -0.10436
C -0.52666 1.45392 -0.83150
C -0.46665 1.26642 0.68574
C -0.42651 0.12010 -0.22449
N 2.29544 -1.52924 0.35672
O -2.44986 -0.79870 0.29337
O -0.92195 -2.24772 -0.44522
O 1.99886 -0.40461 -0.35699
H -1.35521 1.82501 -1.56529
H 0.23628 1.82243 -1.47521
H 0.51776 1.59670 0.93935
H -1.44787 1.48011 1.14176
H 1.50385 -2.17638 0.29064
H 2.35785 -1.25802 1.29550

Charge: -1
2S+1: 3
HOMO energy (alpha / beta) in Eh: -0.097 / -0.155
Kohn-Sham gap (alpha / beta) in hartree: 0.247 / 0.261
Energy in eV: -11872.80081

(11)
Here is a 2-piece molecular cluster, C4H6NO3S overall from OMol25. Energies are from ωB97M-V with the def2-TZVPD basis set.

Cartesian coordinates (Å):
C -0.00444 -1.08367 0.57900
C 1.06333 -0.15839 -1.22315
C 1.62787 0.73413 -0.13301
C 0.03288 0.08919 1.34615
N 0.43220 -1.32256 -0.58686
O -3.85856 -0.74536 0.41330
O -3.23337 1.45822 -0.44116
O 0.71070 1.25070 0.83222
S -2.89129 -0.01035 -0.40056
H -0.41036 -2.03424 0.93133
H 0.25702 0.41892 -1.82716
H 1.79144 -0.65059 -1.79142
H 2.47046 0.17233 0.27648
H 2.02175 1.74068 -0.37817
H -0.00964 0.14100 2.40301

Charge: -1
2S+1: 1
HOMO energy (alpha / beta) in Eh: -0.073 / -0.111
Kohn-Sham gap (alpha / beta) in hartree: 0.178 / 0.246
Energy in eV: -22711.07361

(12)
Here is a 2-piece molecular cluster, C4H6NOPS overall from OMol25. Energies are from ωB97M-V with the def2-TZVPD basis set.

Cartesian coordinates (Å):
C -0.79070 0.45998 0.45343
C 0.40562 0.80581 -0.05792
C -0.65379 0.10277 -2.04131
C 1.59531 1.33446 0.66046
N 0.42489 0.58826 -1.42700
O -2.75540 -3.32445 0.63878
P -1.53074 -2.55709 0.82966
S -1.82605 -0.17799 -0.78788
H -1.14083 0.52875 1.46171
H 2.37590 0.57332 0.72401
H 2.00761 2.20361 0.14865
H 1.31569 1.62085 1.67128
H 1.25040 0.78422 -1.97405
H -0.67790 -2.94250 -0.29982

Charge: 0
2S+1: 1
HOMO energy in Eh: -0.334
Kohn-Sham gap in hartree: 0.319
Energy in eV: -27904.62133

(13)
Here is an isolated ion of composition C4H6NOS and charge +1 from OMol25. Energies are from ωB97M-V with the def2-TZVPD basis set.

Cartesian coordinates (Å):
C -0.39813 -0.96630 -0.46412
C -0.83855 0.20808 -0.19964
C 0.83825 -1.68006 0.01468
C -1.33558 1.51462 -0.04576
N 1.44615 0.73781 0.56042
O 1.76862 1.83584 0.81920
S 2.24680 -0.70234 0.52029
H -0.93384 -1.81429 -0.94030
H 0.68086 -2.40427 0.70906
H 1.36756 -2.21421 -0.83163
H -1.54914 1.62677 1.01828
H -2.31507 1.42895 -0.63903
H -0.97792 2.42940 -0.52146

Charge: +1
2S+1: 1
HOMO energy (alpha / beta) in Eh: -0.502 / -0.502
Kohn-Sham gap (alpha / beta) in hartree: 0.290 / 0.290
Energy in eV: -18605.22824

(14)
Here is C4H6NaO2 as an isolated structure from OMol25. Energies are from ωB97M-V with the def2-TZVPD basis set.

Cartesian coordinates (Å):
H 1.03523 -0.97039 -0.73660
O 2.52243 1.03521 -0.25166
C 1.57350 0.22687 0.14282
C 0.41852 0.16183 -0.70050
C -1.02805 -0.26291 -0.57758
C -1.54833 -0.89390 0.67197
O -0.95750 -0.95273 1.73285
Na 0.60999 0.48727 2.49724
H 2.46609 1.89805 0.17857
H 0.41835 1.05642 -1.34529
H -1.24874 -0.98525 -1.37925
H -1.71453 0.56809 -0.81166
H -2.54696 -1.36857 0.57908

Charge: +1
2S+1: 1
HOMO energy in Eh: -0.456
Kohn-Sham gap in hartree: 0.303
Energy in eV: -12746.59849

(15)
Here is one molecule with the formula C4H6O from OMol25. Energies are from ωB97M-V with the def2-TZVPD basis set.

Cartesian coordinates (Å):
C 0.01107 1.08109 1.11996
C 0.01548 0.30000 -0.17761
O 1.27146 0.51855 -0.79574
C -0.40875 -1.08032 -0.31486
C -0.77509 -2.07876 -0.88967
H 0.05802 2.12792 0.80529
H 0.86676 0.88995 1.77249
H -0.92333 0.91529 1.65818
H -0.87137 0.66779 -0.72780
H 1.47044 -0.22567 -1.37938
H -0.71470 -3.11584 -1.07086

Charge: 0
2S+1: 1
HOMO energy in Eh: -0.364
Kohn-Sham gap in hartree: 0.393
SMILES string: C#C[C@@H](C)O
Energy in eV: -6290.00723

(16)
Here is a 2-piece molecular cluster, C4H6O overall from OMol25. Energies are from ωB97M-V with the def2-TZVPD basis set.

Cartesian coordinates (Å):
C -1.76181 0.50217 0.57486
C -1.53026 -0.77788 0.26017
C -1.24715 0.15241 -0.76011
C 1.07381 0.70867 0.41057
O 0.64092 0.71926 -0.89932
H -2.42257 1.25127 0.98422
H -1.33718 -1.75450 0.66135
H -1.65775 0.08058 -1.74298
H 0.79344 1.65575 0.89942
H 2.26588 0.64928 0.29588
H 0.59410 -0.20314 0.82310

Charge: 0
2S+1: 1
HOMO energy in Eh: -0.317
Kohn-Sham gap in hartree: 0.331
Energy in eV: -6287.02563

(17)
Here is C4H6O as an isolated structure from OMol25. Energies are from ωB97M-V with the def2-TZVPD basis set.

Cartesian coordinates (Å):
O -2.47858 0.09545 -0.27002
C -1.29364 -0.00520 -0.03033
C -0.12788 1.02295 -0.17664
C 0.79412 -0.11812 0.26813
C -0.38830 -0.98566 0.48857
H 0.06883 1.45923 -1.16029
H -0.16104 1.81490 0.57711
H 1.65326 -0.04363 0.94093
H 1.53070 -0.30837 -0.91460
H -0.45747 -1.97785 0.91981
H 0.85999 -0.95371 -0.64267

Charge: 0
2S+1: 1
HOMO energy in Eh: -0.300
Kohn-Sham gap in hartree: 0.307
Energy in eV: -6287.41358

(18)
Here is one molecule with the formula C4H6O from OMol25. Energies are from ωB97M-V with the def2-TZVPD basis set.

Cartesian coordinates (Å):
C -0.95166 -0.50655 0.00680
C 0.07970 0.62744 0.01038
C 1.45086 0.15146 0.02380
C 2.58600 -0.25284 -0.02268
H -2.88936 -0.61397 0.07312
H -0.79200 -1.17642 -0.83895
H -0.81994 -1.10500 0.90314
H -0.13342 1.25161 0.88828
H -0.07737 1.27332 -0.87275
H 3.61348 -0.57560 -0.01206
O -2.23634 0.10363 -0.03133

Charge: 0
2S+1: 1
HOMO energy in Eh: -0.369
Kohn-Sham gap in hartree: 0.402
SMILES string: C#CCCO
Energy in eV: -6290.56826